(1)
The following is a DFT calculation (the ωB97M-V functional and the def2-TZVPD basis) of C29H28CeN7OS as an isolated structure at a distorted geometry.

Geometry (Å):
Ce: -0.870 0.750 0.733
C: 0.900 -4.044 -2.357
C: 2.073 -3.196 -1.992
N: 1.740 -1.726 -2.051
C: 1.711 -1.138 -3.339
C: 0.335 -0.552 -3.815
C: 1.601 -1.076 -0.921
S: 1.286 0.630 -0.795
N: 1.900 -1.755 0.250
C: 1.276 -1.499 1.356
O: 0.035 -0.969 1.286
C: 1.698 -1.940 2.682
C: 3.090 -1.907 3.004
C: 3.560 -2.125 4.268
C: 2.594 -2.418 5.258
C: 1.208 -2.428 5.016
C: 0.774 -2.197 3.730
H: 1.141 -5.075 -2.611
H: 0.496 -3.667 -3.331
H: 0.068 -4.084 -1.629
H: 2.935 -3.189 -2.663
H: 2.441 -3.379 -1.006
H: 2.032 -1.876 -4.114
H: 2.366 -0.269 -3.398
H: -0.462 -1.298 -3.594
H: 0.428 -0.440 -4.951
H: 0.063 0.432 -3.543
H: 3.856 -1.579 2.244
H: 4.631 -2.132 4.575
H: 2.947 -2.597 6.306
H: 0.433 -2.712 5.734
H: -0.288 -2.243 3.519
C: 0.820 3.202 4.855
C: 1.644 3.746 3.907
C: 1.324 3.782 2.569
C: 0.093 3.245 2.158
C: -0.715 2.658 3.120
C: -0.422 2.666 4.460
N: -0.420 3.082 0.877
N: 0.097 3.716 -0.037
C: -0.318 3.388 -1.347
C: 0.172 4.164 -2.361
C: -0.128 3.777 -3.693
C: -1.035 2.730 -3.814
C: -1.501 2.032 -2.710
N: -1.176 2.357 -1.464
H: 0.980 3.125 5.924
H: 2.579 4.241 4.090
H: 1.969 4.311 1.830
H: -1.710 2.338 2.773
H: -1.098 2.247 5.238
H: 0.792 5.001 -2.096
H: 0.222 4.316 -4.477
H: -1.348 2.422 -4.790
H: -2.169 1.183 -2.952
N: -2.705 -3.690 -3.241
C: -3.075 -2.800 -2.591
C: -3.536 -1.775 -1.718
C: -4.825 -1.241 -1.819
C: -5.164 -0.126 -1.097
C: -4.188 0.446 -0.279
N: -2.933 -0.049 -0.188
C: -2.590 -1.182 -0.865
H: -5.551 -1.725 -2.467
H: -6.116 0.314 -1.084
H: -4.289 1.362 0.184
H: -1.678 -1.567 -0.747

Values from the calculation:
Gap between HOMO and LUMO (alpha / beta) in eV: 5.2 / 5.2
LUMO level (alpha / beta) in eV: -11.5 / -11.5
Total charge: +3
Electronic energy in eV: -66742.16035

These are the Löwdin partial charges, in e, on atoms 1 to 5: number 1, Ce, carries 1.311; number 2, C, carries -0.052; number 3, C, carries -0.143; number 4, N, carries -0.075; number 5, C, carries -0.196

=====

(2)
The following is a DFT calculation (the ωB97M-V functional and the def2-TZVPD basis) of a 2-piece molecular cluster, CH6N3 overall at a distorted geometry.

Geometry (Å):
C: 0.269 0.184 0.065
N: -1.779 0.181 -0.065
N: 0.651 -1.012 -0.347
N: 0.866 1.280 0.452
H: -1.888 -0.345 0.753
H: -1.972 -0.540 -0.840
H: 0.057 -1.749 -0.675
H: 1.709 -1.283 -0.175
H: 0.178 2.112 0.566
H: 1.909 1.172 0.267

Values from the calculation:
Gap between HOMO and LUMO (alpha / beta) in eV: 8.8 / 8.8
LUMO level (alpha / beta) in eV: -3.7 / -7.5
Total charge: +1
Spin multiplicity: 3
Electronic energy in eV: -5592.01605

These are the Löwdin partial charges, in e, on atoms 1 to 5: number 1, C, carries -0.276; number 2, N, carries 0.192; number 3, N, carries 0.159; number 4, N, carries 0.158; number 5, H, carries 0.013

=====

(3)
The following is a DFT calculation (the ωB97M-V functional and the def2-TZVPD basis) of one molecule with the formula C4H8O at a distorted geometry.

Geometry (Å):
O: 2.073 0.338 -0.119
C: 0.934 -0.591 -0.128
C: -0.296 -0.039 0.473
C: -1.655 -0.567 -0.083
C: -1.265 0.885 -0.172
H: 2.287 0.508 0.788
H: 1.139 -1.528 0.413
H: 0.822 -0.719 -1.228
H: -0.220 0.021 1.540
H: -1.739 -1.186 -0.989
H: -2.451 -0.794 0.625
H: -1.836 1.634 0.386
H: -0.892 1.236 -1.115

Values from the calculation:
Gap between HOMO and LUMO in eV: 11.2
SMILES string: OCC1CC1
LUMO level in eV: 1.1
Total charge: 0
Electronic energy in eV: -6323.79318

These are the Löwdin partial charges, in e, on atoms 1 to 5: number 1, O, carries -0.075; number 2, C, carries -0.223; number 3, C, carries -0.301; number 4, C, carries -0.103; number 5, C, carries -0.134